54
Properties=species:S:1:pos:R:3 method="wB97M-V/def2-TZVPD" orbital_gap_ha="0.25316 / 0.23716" charge=+1 multiplicity=2
Ru -0.08671 0.11379 -0.20084
Cl -5.34747 -2.25706 4.20501
C -4.23157 -1.87169 2.94026
C -4.54715 -2.20695 1.61344
C -3.67760 -1.91199 0.59914
C -2.45108 -1.26139 0.84724
O -1.66857 -1.03312 -0.17717
C -2.13898 -0.91899 2.19002
C -0.94073 -0.27337 2.60240
N -0.01557 0.19076 1.82699
C 1.13409 0.85302 2.33447
C 1.42872 1.07828 3.65334
C 2.60972 1.75320 4.02084
C 3.49037 2.19818 3.07854
C 3.21919 1.98538 1.70875
C 4.08149 2.40776 0.67146
C 3.74946 2.16379 -0.62976
C 2.54527 1.50179 -0.91261
N 1.72210 1.09126 0.02861
C 2.03796 1.31681 1.34453
C -3.05342 -1.24919 3.22166
H -5.48483 -2.70355 1.40302
H -3.90833 -2.17005 -0.42526
H -0.82128 -0.16262 3.67727
H 0.76854 0.74145 4.43985
H 2.81135 1.91345 5.07094
H 4.39892 2.71190 3.36376
H 4.99951 2.92314 0.92425
H 4.38646 2.47128 -1.44605
H 2.24314 1.30700 -1.93382
H -2.81079 -0.99634 4.24620
S -0.91869 1.20608 -4.47612
C 0.00989 -0.26245 -4.55774
C 0.41472 -0.97778 -5.67919
C 1.14829 -2.13012 -5.47769
C 1.47072 -2.56565 -4.18719
C 1.06649 -1.85663 -3.07451
C 0.32968 -0.69092 -3.26862
N -0.14958 0.14940 -2.27558
C -0.81477 1.16662 -2.76285
C -1.36350 2.11666 -1.81748
C -2.09537 3.24661 -2.16692
C -2.57293 4.07823 -1.16952
C -2.31285 3.77677 0.16235
C -1.57895 2.64989 0.51246
C -1.09471 1.79877 -0.47411
H 0.16203 -0.64544 -6.67676
H 1.47558 -2.70760 -6.33118
H 2.04140 -3.47563 -4.06230
H 1.30228 -2.19756 -2.07410
H -2.29553 3.47208 -3.20787
H -3.14688 4.95808 -1.42506
H -2.68781 4.42886 0.94084
H -1.39790 2.44484 1.55937